Entry from OMol25: a structure of composition C35H34ClHfNOSi2 in a non-equilibrium geometry (ωB97M-V/def2-TZVPD).

Last column: Mulliken charge in e.
Geometry (Å):
C: -1.6644 -0.4876 0.8532  -0.31
C: -2.3907 -0.3777 -0.3862  -0.63
C: -1.7719 -1.2554 -1.3468  -0.32
H: -3.3379 0.1617 -0.5199  0.51
C: -0.7092 -1.9584 -0.6911  -0.12
C: -0.6260 -1.4755 0.6672  -0.83
H: -0.0403 -1.9381 1.4605  0.90
H: -1.9759 -0.0597 1.8077  0.54
H: -2.1672 -1.4979 -2.3409  0.56
H: -0.1520 -2.8026 -1.1011  0.45
Hf: -0.1207 0.3396 -0.6858  1.45
Si: -0.8052 -0.2820 -6.7832  -0.53
C: -0.2322 1.3563 -7.6036  0.59
C: 1.0243 1.3756 -8.2153  -0.19
H: 1.6610 0.4872 -8.1840  0.51
C: 1.5183 2.5041 -8.8727  -0.77
H: 2.5170 2.4890 -9.3108  0.40
C: 0.7482 3.6702 -8.9506  -0.51
H: 1.1588 4.5820 -9.4101  0.40
C: -0.5405 3.6388 -8.4125  -0.53
H: -1.1536 4.5355 -8.4968  0.41
C: -1.0424 2.4959 -7.7603  -0.52
H: -2.0595 2.4969 -7.3606  0.38
C: -0.1876 -1.4174 -8.1699  0.48
C: -0.6532 -1.3816 -9.4975  -0.41
H: -1.5233 -0.7839 -9.7662  0.38
C: 0.0020 -2.1253 -10.4861  -0.59
H: -0.3475 -2.1085 -11.5220  0.40
C: 1.1312 -2.8966 -10.1806  -0.53
H: 1.6760 -3.4583 -10.9512  0.38
C: 1.5708 -2.9448 -8.8480  -0.95
H: 2.4487 -3.5131 -8.5563  0.42
C: 0.8788 -2.2375 -7.8581  0.04
H: 1.2179 -2.3344 -6.8213  0.47
H: -2.2796 -0.3881 -6.8607  -0.14
Si: 2.5369 0.1753 -5.2168  -0.07
C: 1.4836 -1.2791 -4.9050  0.91
C: 0.0139 -1.1139 -5.2165  1.92
H: -0.4228 -0.1137 -4.8754  -1.66
C: -0.8290 -2.2293 -4.8576  -0.55
H: -1.8962 -2.1075 -5.0361  0.60
C: -0.3495 -3.2717 -4.0905  -0.89
H: -1.0561 -4.0073 -3.6833  0.50
C: 1.0021 -3.3632 -3.7411  -0.76
H: 1.3495 -4.1964 -3.1385  0.53
C: 1.9130 -2.3859 -4.1709  -0.57
H: 2.9613 -2.5069 -3.9108  0.52
C: 1.3452 1.5034 -4.4921  -0.16
C: 0.2624 1.3101 -3.5827  1.40
H: 0.2258 0.3771 -2.9567  -0.84
C: -0.7261 2.3016 -3.4563  -0.96
H: -1.7020 2.1247 -2.9832  0.92
C: -0.4667 3.6164 -3.8758  -0.59
H: -1.0579 4.4692 -3.5384  0.57
C: 0.6167 3.8233 -4.7156  -0.66
H: 0.7834 4.7918 -5.1815  0.47
C: 1.5270 2.8016 -4.9984  -0.55
H: 2.4015 2.9937 -5.6073  0.40
H: 3.6877 0.0876 -4.4540  -0.28
Cl: 1.9721 -0.5469 -1.1924  -0.29
O: -0.4362 2.4853 -0.6109  -0.59
C: -0.0820 3.3057 0.5595  -0.51
C: 0.6578 2.4328 1.5252  0.49
C: 1.3327 2.9792 2.6174  -0.78
C: 2.1333 2.1755 3.4240  -0.31
C: 2.1778 0.8091 3.1352  -0.93
C: 1.5053 0.3092 2.0407  -0.04
N: 0.7664 1.1045 1.2195  -0.04
H: -0.7965 3.0323 -1.3395  0.21
H: 0.5350 4.1322 0.1768  0.50
H: -1.0224 3.7009 0.9733  0.41
H: 1.2054 4.0506 2.8031  0.47
H: 2.6968 2.6019 4.2538  0.46
H: 2.7686 0.1287 3.7275  0.43
H: 1.6009 -0.7346 1.7434  0.50

Calculated values
Energy, hartree: -2570.68660
Multiplicity: 1
Net charge: +2
Kohn-Sham gap (alpha / beta), eV: 3.452 / 3.461
Energy relative to the best compared isomer or geometry (same formula, charge and spin), kcal per mole: 20.8
E_HOMO (alpha / beta), eV: -10.82 / -10.83



Entry from OMol25: a structure of composition C35H34CuN5S (ωB97M-V/def2-TZVPD).

Last column: Löwdin spin population.
Geometry (Å):
Cu: -0.2983 -0.0601 0.5935  0.62
C: -1.9265 -1.6986 -1.3822  0.00
N: -0.5895 -1.1023 -1.3683  0.03
C: 0.4704 -2.1095 -1.4685  0.00
C: 1.6600 -1.8113 -0.5848  0.01
C: 2.9404 -2.1777 -0.9568  0.00
C: 3.9867 -1.9448 -0.0798  0.00
C: 3.7169 -1.3663 1.1482  0.00
C: 2.4117 -1.0185 1.4406  0.00
N: 1.4018 -1.2324 0.5923  0.05
C: -0.4625 -0.0016 -2.3213  0.00
C: -1.0540 1.2813 -1.7828  0.01
C: -1.1905 2.3882 -2.6083  0.00
C: -1.6975 3.5573 -2.0769  0.00
C: -2.0766 3.5833 -0.7402  0.00
C: -1.9002 2.4463 0.0159  0.01
N: -1.3917 1.3128 -0.4903  0.06
C: -2.2683 -2.3117 -0.0420  0.00
C: -3.1308 -3.3898 0.0722  0.00
C: -3.4189 -3.8827 1.3337  0.00
C: -2.8290 -3.2912 2.4400  0.00
C: -1.9772 -2.2218 2.2350  0.00
N: -1.7048 -1.7383 1.0202  0.00
H: -2.0195 -2.4527 -2.1722  0.00
H: -2.6497 -0.9103 -1.6024  0.00
H: 0.7941 -2.2565 -2.5042  0.00
H: 0.0512 -3.0618 -1.1324  0.00
H: 3.1130 -2.6370 -1.9211  0.00
H: 4.9995 -2.2080 -0.3551  0.00
H: 4.5015 -1.1680 1.8641  0.00
H: 2.1555 -0.5351 2.3741  0.00
H: -0.9381 -0.2440 -3.2802  0.00
H: 0.5960 0.1737 -2.5191  0.00
H: -0.8909 2.3255 -3.6466  0.00
H: -1.7988 4.4399 -2.6944  0.00
H: -2.4868 4.4744 -0.2875  0.00
H: -2.1475 2.4263 1.0689  0.00
H: -3.5656 -3.8348 -0.8133  0.00
H: -4.0892 -4.7237 1.4512  0.00
H: -3.0183 -3.6519 3.4408  0.00
H: -1.4881 -1.7316 3.0677  0.00
C: 3.0381 -0.2631 -5.2994  0.00
C: 3.5437 1.1783 -5.3598  0.00
C: 5.0669 1.1537 -5.5442  0.00
C: 2.8937 1.8622 -6.5717  0.00
C: 3.2130 1.9600 -4.0890  0.00
C: 3.4791 3.3429 -4.0458  0.00
C: 3.2413 4.1020 -2.9211  0.00
C: 2.7013 3.4730 -1.8012  0.00
S: 2.3105 4.1233 -0.2520  0.00
C: 1.7551 2.5374 0.2505  0.00
N: 1.8532 1.6092 -0.6463  0.00
C: 2.4075 2.1097 -1.8182  0.00
C: 2.6866 1.3554 -2.9626  0.00
C: 1.1978 2.3600 1.6084  0.02
C: 1.5223 3.2896 2.6009  0.01
C: 0.9670 3.2066 3.8657  -0.01
C: 0.0619 2.1925 4.1450  0.01
C: -0.2563 1.2677 3.1561  0.02
C: 0.3092 1.3156 1.8797  0.15
H: 3.2580 -0.7639 -6.2429  0.00
H: 1.9568 -0.3032 -5.1423  0.00
H: 3.5287 -0.8325 -4.5071  0.00
H: 5.3305 0.6044 -6.4503  0.00
H: 5.5538 0.6697 -4.6952  0.00
H: 5.4711 2.1629 -5.6324  0.00
H: 3.0234 1.2451 -7.4626  0.00
H: 3.3417 2.8339 -6.7790  0.00
H: 1.8238 2.0103 -6.4117  0.00
H: 3.9025 3.8314 -4.9136  0.00
H: 3.4800 5.1572 -2.9087  0.00
H: 2.5111 0.2893 -2.9352  0.00
H: 2.2271 4.0865 2.3897  0.00
H: 1.2352 3.9301 4.6236  0.00
H: -0.3933 2.1211 5.1250  0.00
H: -0.9758 0.4904 3.3984  0.00

Calculated values
Energy, hartree: -3666.44221
Multiplicity: 2
<S²>: 0.754
Net charge: +1
Kohn-Sham gap (alpha / beta), eV: 8.427 / 7.823
E_HOMO (alpha / beta), eV: -10.49 / -10.48



Entry from OMol25: a structure of composition C35H34F4N10OScSe in a non-equilibrium geometry (ωB97M-V/def2-TZVPD).

Last column: Mulliken charge in e.
Geometry (Å):
Sc: -0.0080 0.3306 -0.1531  -0.86
C: -1.2121 -3.0131 1.9622  -1.16
N: -1.1204 -1.6208 2.3811  0.95
C: -2.2196 -1.3181 3.2843  -1.26
C: 0.1512 -1.3413 3.0250  -0.74
C: 1.3680 -1.5629 2.1118  -1.38
N: 1.0877 -1.2969 0.6962  1.23
C: 1.5338 -2.2291 -0.2161  -1.05
C: 0.9756 -2.1886 -1.4948  0.30
F: 0.0780 -1.1555 -1.7106  1.21
C: 1.2961 -2.9928 -2.5519  -0.59
F: 0.6776 -2.8042 -3.7218  -0.32
C: 2.2518 -3.9735 -2.3975  -0.72
C: 2.8559 -4.0449 -1.1599  0.11
F: 3.8213 -4.9449 -0.9550  -0.33
C: 2.5325 -3.2078 -0.1056  0.54
F: 3.2827 -3.3151 1.0070  -0.37
H: -1.0928 -3.7005 2.8141  0.37
H: -0.4492 -3.2464 1.2207  0.08
H: -2.1921 -3.1935 1.5163  0.38
H: -2.2465 -1.9960 4.1510  0.43
H: -3.1709 -1.4088 2.7543  0.28
H: -2.1243 -0.2989 3.6612  0.28
H: 0.2868 -1.9742 3.9180  0.43
H: 0.1156 -0.3121 3.3850  0.16
H: 1.6878 -2.5907 2.2413  0.68
H: 2.1889 -0.9377 2.4750  0.03
H: 2.5241 -4.6384 -3.2044  0.54
C: -2.3186 -2.3945 -1.5574  -1.32
C: -3.0002 -1.1205 -1.1489  0.40
C: -4.2601 -0.8277 -1.6750  -0.68
C: -4.9470 0.2832 -1.2418  -1.18
C: -4.3932 1.0535 -0.2278  -0.97
C: -3.1439 0.7160 0.2432  0.94
N: -2.4173 -0.3091 -0.2517  1.22
C: -2.5278 1.4402 1.3833  0.68
C: -3.2941 2.0568 2.3606  -1.02
C: -2.6565 2.6192 3.4508  -1.15
C: -1.2734 2.5823 3.5249  -0.90
C: -0.5747 1.9940 2.4891  0.19
N: -1.1948 1.4115 1.4562  1.31
C: 0.8977 2.1440 2.3504  1.05
C: 1.7773 2.1373 3.4120  -0.51
C: 3.0976 2.4813 3.1506  -0.97
C: 3.4442 2.8913 1.8807  -0.77
C: 2.4914 2.8776 0.8637  0.60
C: 2.7673 3.5138 -0.4642  -1.17
N: 1.2492 2.4228 1.0849  0.05
H: -3.0429 -3.2086 -1.5201  0.64
H: -1.9453 -2.3302 -2.5817  0.27
H: -1.4993 -2.6370 -0.8896  -0.23
H: -4.6829 -1.4913 -2.4183  0.56
H: -5.9085 0.5433 -1.6661  0.43
H: -4.9119 1.9202 0.1580  0.51
H: -4.3720 2.0677 2.2856  0.48
H: -3.2338 3.0942 4.2338  0.45
H: -0.7408 3.0440 4.3452  0.56
H: 1.4448 1.8849 4.4107  0.51
H: 3.8343 2.4632 3.9441  0.47
H: 4.4468 3.2386 1.6659  0.49
H: 2.6966 4.5992 -0.3402  0.46
H: 3.7673 3.2830 -0.8280  0.36
H: 2.0217 3.2035 -1.1920  -0.02
O: -0.4369 1.6581 -1.4795  1.04
N: -1.5173 2.3191 -1.8348  -1.09
C: -2.1517 1.8609 -2.8511  1.19
C: -1.7362 0.6967 -3.6048  -0.13
N: -1.4186 -0.2212 -4.2183  -0.49
C: -3.3805 2.5263 -3.2160  -0.13
N: -4.3742 3.0132 -3.5244  -0.49
C: 1.6004 1.3300 -4.1962  -0.61
N: 2.9939 1.5902 -3.8618  0.22
C: 3.9277 2.1718 -4.7052  -0.45
C: 5.1065 2.1494 -4.0603  -0.48
N: 4.8797 1.5556 -2.8267  0.29
C: 5.8952 1.2921 -1.8133  -0.69
C: 3.5802 1.2110 -2.7108  -0.50
Se: 2.8493 0.3349 -1.2500  -0.06
H: 1.3418 1.9151 -5.0750  0.29
H: 0.9694 1.6111 -3.3601  -0.05
H: 1.4516 0.2713 -4.4031  0.35
H: 3.6693 2.5389 -5.6833  0.47
H: 6.0799 2.4956 -4.3622  0.46
H: 6.7769 1.8821 -2.0483  0.31
H: 6.1510 0.2340 -1.7986  0.32
H: 5.5109 1.5658 -0.8339  0.25

Calculated values
Energy, hartree: -5538.43352
Multiplicity: 1
Net charge: +1
Kohn-Sham gap, eV: 6.694
Energy relative to the best compared isomer or geometry (same formula, charge and spin), kcal per mole: 28.3
E_HOMO, eV: -9.87



Entry from OMol25: a structure of composition C35H34F6GaN3O5Se (ωB97M-V/def2-TZVPD).

Last column: Mulliken charge in e.
Geometry (Å):
Ga: 2.1155 -0.1032 1.3672  -1.30
C: 1.3129 3.1470 -3.0704  -1.07
N: 1.5027 1.9463 -2.2759  0.15
C: 1.3594 0.6979 -3.0183  -1.09
C: 1.7336 1.9379 -0.9672  1.39
O: 1.8911 0.8584 -0.3739  0.33
C: 1.8459 3.2653 -0.2343  -1.63
O: 1.9012 3.0551 1.1479  -0.36
C: 0.8380 3.6292 1.8695  -1.91
C: -0.5017 2.9897 1.4965  1.12
O: -0.5435 2.1516 0.6070  0.07
N: -1.5968 3.4270 2.1551  0.13
C: -2.8928 2.8308 1.8752  -0.91
C: -1.5460 4.2771 3.3286  -1.08
H: 0.2761 3.2053 -3.4086  0.26
H: 1.9624 3.1020 -3.9458  0.37
H: 1.5605 4.0457 -2.5162  0.44
H: 0.4470 0.7461 -3.6140  0.28
H: 1.2882 -0.1369 -2.3287  0.15
H: 2.2171 0.5598 -3.6798  0.42
H: 0.9976 3.8938 -0.5088  0.61
H: 2.7658 3.7653 -0.5592  0.50
H: 0.7958 4.7133 1.7040  0.44
H: 1.0558 3.4481 2.9194  0.59
H: -2.7811 2.0709 1.1092  0.08
H: -3.5928 3.5976 1.5370  0.37
H: -3.2893 2.3618 2.7777  0.34
H: -0.6204 4.8425 3.3769  0.40
H: -1.6417 3.6849 4.2432  0.30
H: -2.3706 4.9900 3.2919  0.35
F: -2.2532 -3.8921 4.6029  -0.38
C: -1.4349 -2.8640 4.3886  0.81
C: -1.8954 -1.7384 3.7301  -0.15
F: -3.1623 -1.6780 3.3156  -0.42
C: -1.0329 -0.6818 3.5050  0.37
F: -1.5250 0.3850 2.8654  0.01
C: 0.2923 -0.7140 3.9093  -0.45
Se: 1.5031 0.7205 3.5390  -0.10
C: 0.7245 -1.8544 4.5700  0.41
F: 1.9913 -1.9681 4.9666  -0.39
C: -0.1214 -2.9206 4.8151  0.43
F: 0.3261 -4.0120 5.4353  -0.34
C: -2.5083 -0.9450 -5.8909  -1.72
C: -2.3546 -0.2609 -4.5584  1.31
C: -2.6933 1.0816 -4.4296  -0.95
C: -2.5445 1.7333 -3.2138  -1.21
C: -2.0856 1.0379 -2.1096  -0.63
C: -1.7458 -0.3108 -2.2209  -1.05
N: -1.1892 -0.9498 -1.0992  1.05
C: -1.6904 -2.0937 -0.4921  0.53
C: -2.9215 -2.6271 -0.8962  -0.56
C: -3.4214 -3.7830 -0.3295  -0.82
C: -2.7133 -4.4539 0.6609  -1.00
C: -1.5036 -3.9332 1.0744  -0.98
C: -0.9794 -2.7624 0.5298  0.40
C: 0.3277 -2.2956 1.0940  0.52
O: 1.0163 -2.9862 1.8201  -0.76
O: 0.6443 -1.0654 0.7543  0.46
C: -1.8481 -0.9656 -3.4574  2.04
C: -1.3706 -2.3814 -3.6248  -2.18
H: -3.0003 -0.2879 -6.6066  0.41
H: -3.0992 -1.8585 -5.8044  0.32
H: -1.5404 -1.2311 -6.3095  0.35
H: -3.0783 1.6168 -5.2896  0.36
H: -2.8130 2.7790 -3.1206  0.49
H: -1.9690 1.5229 -1.1483  0.73
H: -0.6123 -0.3786 -0.4971  -0.20
H: -3.4919 -2.1054 -1.6537  0.61
H: -4.3815 -4.1598 -0.6602  0.41
H: -3.1029 -5.3596 1.1048  0.42
H: -0.9168 -4.4263 1.8393  0.62
H: -0.6854 -2.6573 -2.8253  0.29
H: -0.8555 -2.5061 -4.5778  0.62
H: -2.1957 -3.0981 -3.6047  0.39
F: 7.9492 -1.7083 0.8546  -0.34
C: 6.6509 -1.3518 0.9655  0.39
C: 5.8818 -1.2899 -0.1796  -0.75
C: 4.5507 -0.9189 -0.0551  0.23
C: 3.9901 -0.6168 1.1878  0.12
C: 4.8080 -0.6999 2.3146  -0.21
C: 6.1443 -1.0654 2.2155  -0.73
H: 6.3258 -1.5328 -1.1358  0.45
H: 3.9392 -0.8677 -0.9494  0.36
H: 4.3946 -0.4845 3.2935  0.28
H: 6.7869 -1.1351 3.0828  0.43

Calculated values
Energy, hartree: -6820.11216
Multiplicity: 1
Kohn-Sham gap, eV: 7.714
Energy relative to the best compared isomer or geometry (same formula, charge and spin), kcal per mole: 3.3
E_HOMO, eV: -7.55